# 1
{
  "formula": "C6H8N3O2S",
  "method": "ωB97M-V/def2-TZVPD",
  "de_lowest_kcal_mol": 0.0,
  "e_tot_ha": -946.01085,
  "total_charge": 1,
  "homo_lumo_gap_ha": 0.29192,
  "multiplicity": 1,
  "fmax_ev_per_a": 4.8,
  "species": ["H", "C", "C", "H", "N", "C", "H", "H", "H", "N", "C", "H", "S", "C", "O", "C", "O", "H", "N", "H"],
  "xyz": [[0.531, 3.565, -0.478], [2.263, 2.299, 0.199], [2.210, 0.770, 0.474], [2.500, 0.271, 1.459], [-1.385, -2.429, -0.199], [1.016, 2.660, -0.162], [-1.733, 0.620, -1.048], [-2.222, -2.782, -0.627], [-0.674, -3.031, 0.164], [-1.911, -0.329, -0.867], [-1.057, -1.100, -0.237], [3.091, 2.931, 0.334], [3.412, -0.161, -0.700], [0.713, 0.489, 0.191], [0.202, 1.628, -0.220], [0.132, -0.727, 0.303], [2.987, -2.216, 0.580], [-2.706, -0.736, -1.411], [3.655, -1.663, -0.211], [0.786, -1.409, 0.861]],
  "forces_ev_per_angstrom": [[0.4, 0.3, 0.1], [-1.6, -1.4, 0.4], [-0.4, -0.7, 0.3], [-0.3, 1.3, -0.9], [0.7, 1.8, 0.3], [3.3, 1.1, 0.2], [0.3, 1.2, 0.0], [0.1, -0.2, 0.1], [-0.2, -0.6, 0.1], [-1.8, -0.6, -1.2], [-2.8, -3.4, -1.0], [0.9, 0.5, 0.1], [-0.5, 3.3, -0.7], [2.8, 0.2, 0.3], [-4.1, -2.4, -0.7], [2.7, 1.3, 1.4], [-1.2, -1.1, 2.1], [1.2, 0.5, 0.9], [1.2, -1.1, -1.1], [-0.6, -0.2, -0.6]]
}

***

# 2
{
  "formula": "C5H9NO",
  "method": "ωB97M-V/def2-TZVPD",
  "de_lowest_kcal_mol": 130.4,
  "e_tot_ha": -325.72980,
  "total_charge": 0,
  "homo_lumo_gap_ha": [0.27613, 0.29713],
  "multiplicity": 1,
  "fmax_ev_per_a": 2.2,
  "species": ["H", "H", "O", "C", "H", "H", "C", "H", "H", "H", "C", "H", "C", "N", "C", "H"],
  "xyz": [[-0.447, -1.175, 0.838], [2.592, -1.229, 0.397], [1.783, -1.007, -0.080], [1.442, 0.336, 0.231], [2.169, 1.046, -0.215], [-1.239, 0.428, -1.941], [-1.363, -0.588, 0.942], [0.477, 0.535, -2.354], [-1.827, -0.824, 1.902], [-0.112, -0.951, -1.631], [0.177, 0.820, -0.360], [1.459, 0.521, 1.313], [-0.236, 0.140, -1.612], [-1.639, 1.880, 1.493], [-1.191, 0.939, 0.942], [-2.046, -0.871, 0.136]],
  "forces_ev_per_angstrom": [[-0.1, 0.3, 0.0], [-0.1, 0.0, -0.1], [0.1, -0.2, 0.1], [0.2, 0.8, 0.2], [0.1, -0.2, 0.1], [0.2, -0.1, 0.1], [-0.5, 0.0, 0.6], [-0.1, -0.1, 0.0], [0.0, -0.1, -0.1], [-0.1, 0.2, 0.1], [-0.7, -0.1, 0.5], [0.0, -0.1, -0.1], [0.0, 0.3, -0.2], [-0.1, 0.4, 0.2], [1.2, -1.2, -1.3], [0.1, 0.1, 0.1]]
}

***

# 3
{
  "formula": "C5H8O",
  "method": "ωB97M-V/def2-TZVPD",
  "de_lowest_kcal_mol": 68.8,
  "e_tot_ha": -270.44823,
  "total_charge": 0,
  "smiles": "O=CC1CCC1",
  "homo_lumo_gap_ha": 0.35572,
  "multiplicity": 1,
  "fmax_ev_per_a": 3.9,
  "species": ["H", "C", "O", "H", "H", "C", "H", "H", "H", "C", "H", "C", "C", "H"],
  "xyz": [[-1.237, 0.962, 1.181], [-0.628, 0.840, 0.257], [1.435, 1.358, -1.109], [2.783, 0.544, 0.080], [-0.004, 1.542, -0.544], [-1.308, -0.270, -0.581], [1.001, -0.236, 1.670], [-0.799, -1.664, 0.982], [-1.148, -0.152, -1.660], [1.716, 0.621, -0.171], [0.257, -1.894, -0.468], [-0.312, -1.192, 0.116], [0.629, -0.013, 0.655], [-2.384, -0.446, -0.410]],
  "forces_ev_per_angstrom": [[0.4, 1.2, -0.8], [0.3, 1.1, -0.5], [1.2, -0.6, 0.1], [-0.1, -0.3, 0.3], [-3.1, -0.1, 2.4], [0.4, 0.1, 0.1], [-0.4, 0.5, -0.3], [0.5, 0.0, -0.3], [0.1, 0.0, 0.3], [0.0, -0.2, -0.7], [-0.2, -0.7, -0.2], [0.9, -0.5, 0.0], [-0.6, -0.6, -0.4], [0.6, 0.0, 0.1]]
}